[1]
{"formula": "C28H28N2SiSn", "method": "ωB97M-V/def2-TZVPD", "species": ["C", "C", "C", "H", "C", "C", "H", "H", "H", "H", "Sn", "C", "H", "H", "H", "Si", "C", "C", "H", "C", "H", "C", "H", "C", "H", "C", "H", "C", "C", "H", "C", "H", "C", "H", "C", "H", "C", "H", "H", "H", "C", "C", "C", "C", "N", "C", "C", "C", "C", "C", "C", "N", "H", "H", "H", "H", "H", "H", "H", "H"], "coordinates": [[0.6292, -2.4153, 1.3539], [1.8041, -1.6467, 1.2261], [1.8826, -0.7113, 2.2760], [2.5525, -1.7744, 0.4395], [0.7105, -0.8610, 3.0974], [-0.0613, -1.9826, 2.5496], [-0.8446, -2.5288, 3.0840], [0.2902, -3.2258, 0.7146], [2.7187, -0.0453, 2.4786], [0.5311, -0.3786, 4.0600], [-0.9955, -0.1712, 1.5431], [-0.3472, 0.5279, -0.1958], [0.7165, 0.7677, 0.0215], [-0.2147, -0.2756, -0.9306], [-0.7469, 1.3804, -0.7215], [2.0018, 0.2385, -2.4411], [1.1278, 1.0335, -3.9579], [1.5940, 0.7208, -5.2567], [2.4643, 0.0715, -5.3877], [0.9462, 1.2179, -6.3886], [1.2966, 0.9463, -7.3818], [-0.1757, 2.0502, -6.2461], [-0.7175, 2.3849, -7.1343], [-0.6152, 2.4221, -4.9832], [-1.4713, 3.0775, -4.8708], [0.0314, 1.9150, -3.8334], [-0.3390, 2.1928, -2.8465], [3.0554, 1.6424, -1.7836], [4.0285, 2.1860, -2.6557], [3.9902, 1.9443, -3.7237], [5.0556, 2.9987, -2.1653], [5.8385, 3.3312, -2.8372], [5.0828, 3.3671, -0.8158], [5.8912, 3.9712, -0.4313], [4.0511, 2.9415, 0.0305], [4.0451, 3.2622, 1.0780], [3.0421, 2.1002, -0.4451], [2.2428, 1.8004, 0.2391], [2.9260, -0.9862, -3.0394], [3.1513, -0.2206, -3.4049], [-2.4434, 0.1786, 5.8302], [-3.3302, -0.8947, 5.9447], [-3.6968, -1.5932, 4.7865], [-3.1803, -1.2086, 3.5517], [-2.2859, -0.1768, 3.4570], [-1.9120, 0.4959, 4.5729], [-3.4833, -1.9088, 2.2929], [-4.4243, -2.9383, 2.2081], [-4.6487, -3.5942, 0.9883], [-3.9152, -3.1845, -0.1229], [-2.9674, -2.1757, -0.0044], [-2.7571, -1.5518, 1.1831], [-2.1311, 0.7699, 6.6855], [-3.7185, -1.1963, 6.9160], [-4.3490, -2.4677, 4.8372], [-1.1728, 1.2855, 4.4539], [-4.9632, -3.2123, 3.1124], [-5.3695, -4.3959, 0.9331], [-4.0548, -3.6528, -1.0866], [-2.3654, -1.8469, -0.8537]], "atomic_forces_ev_per_a": [[0.26, 0.35, 0.76], [0.01, -0.39, -0.09], [-0.97, -0.53, 0.72], [-0.41, 0.16, 0.24], [1.56, -0.72, -0.33], [0.88, 0.10, -0.37], [0.20, 0.36, -0.36], [0.13, 0.21, 0.08], [-0.38, 0.03, -0.18], [0.04, -0.21, -0.45], [-2.34, 0.34, 3.03], [2.60, -0.15, -3.57], [-0.73, -0.06, 0.08], [-0.24, 0.00, -0.09], [-0.65, 0.29, 0.37], [-2.38, 0.22, 1.16], [0.45, -0.29, -0.46], [-0.58, 0.34, -0.10], [-0.29, 0.21, -0.02], [-0.30, 0.07, 0.33], [-0.05, 0.06, 0.16], [0.23, -0.22, -0.24], [0.25, 0.00, 0.29], [0.53, -0.50, 0.69], [0.05, -0.04, -0.01], [0.19, -0.27, -0.64], [0.09, -0.04, -0.22], [0.93, 0.46, -0.04], [0.18, 0.01, 0.58], [0.10, 0.06, 0.41], [-0.29, -0.01, 0.18], [-0.05, 0.07, 0.04], [-0.58, -0.54, -0.27], [0.02, 0.07, 0.02], [0.03, 0.20, -0.08], [-0.04, -0.12, -0.42], [0.26, -0.19, -0.32], [0.48, -0.04, -0.20], [-0.29, 0.75, 0.23], [1.50, -0.26, -1.28], [0.94, 0.91, -0.81], [-0.64, -0.95, -1.10], [-0.11, 0.18, 1.69], [0.02, -0.44, -1.84], [-0.19, 0.16, 1.26], [-1.15, -1.00, 0.34], [0.46, 0.65, 1.47], [-0.53, -0.96, -1.08], [-0.03, 0.73, 2.20], [1.17, 0.74, -1.09], [-0.89, -0.58, 0.62], [0.72, 0.73, -0.80], [-0.07, -0.18, -0.06], [0.07, 0.06, -0.24], [0.20, 0.41, 0.18], [-0.14, -0.07, -0.13], [-0.01, -0.07, -0.39], [-0.04, -0.02, -0.06], [0.00, 0.00, -0.03], [-0.14, -0.08, 0.26]], "relative_energy_kcal_mol": 32.5, "lumo_ev": [0.20, 0.20], "total_energy_ev": -46172.2491, "homo_lumo_gap_ev": [5.55, 5.21]}

---

[2]
{"formula": "C28H28N4O2SSeV", "method": "ωB97M-V/def2-TZVPD", "species": ["V", "O", "S", "O", "N", "C", "C", "C", "C", "C", "C", "C", "C", "N", "C", "C", "C", "C", "C", "C", "C", "H", "H", "H", "H", "H", "H", "H", "H", "H", "H", "H", "Se", "C", "N", "C", "C", "C", "C", "C", "C", "C", "C", "C", "C", "C", "C", "N", "H", "H", "H", "H", "H", "H", "H", "H", "H", "H", "H", "H", "H", "H", "H", "H", "H"], "coordinates": [[1.1121, 0.2415, 0.1633], [2.6892, -1.4466, -2.2535], [1.3869, -0.8646, -2.1921], [1.3390, 0.5976, -1.8163], [0.4957, -1.3381, -0.9479], [0.5369, -2.6125, -0.3499], [0.3825, -3.8301, -0.9458], [0.3876, -4.9987, -0.1473], [0.5164, -4.9361, 1.2109], [0.6715, -3.6807, 1.8500], [0.8096, -3.4927, 3.2415], [0.9600, -2.2288, 3.7474], [0.9933, -1.1347, 2.8733], [0.8756, -1.2767, 1.5665], [0.6989, -2.5314, 1.0485], [0.5814, -1.1138, -3.7171], [1.3585, -1.4713, -4.8125], [0.7281, -1.6666, -6.0306], [-0.6472, -1.5124, -6.1348], [-1.4100, -1.1628, -5.0264], [-0.7972, -0.9586, -3.8032], [0.2540, -3.9057, -2.0180], [0.2748, -5.9585, -0.6318], [0.5031, -5.8359, 1.8106], [0.7953, -4.3520, 3.9000], [1.0637, -2.0550, 4.8081], [1.1258, -0.1260, 3.2444], [2.4264, -1.5946, -4.7037], [1.3121, -1.9433, -6.8970], [-1.1322, -1.6701, -7.0886], [-2.4814, -1.0510, -5.1168], [-1.3733, -0.6937, -2.9286], [5.5753, -0.1895, 0.9187], [3.9410, 0.2909, 0.8305], [2.8004, 0.6658, 0.8047], [-2.4878, -0.6016, 1.0839], [-2.8412, 0.7116, 0.3854], [-2.5129, 0.6857, -1.1082], [-2.2697, 1.9457, 1.0561], [-3.1716, 2.8723, 1.5569], [-2.7465, 4.0521, 2.1416], [-1.3945, 4.3296, 2.2307], [-0.4362, 3.4432, 1.7597], [1.0172, 3.8496, 1.9127], [1.7537, 3.9972, 0.5780], [1.7518, 2.9812, 2.9374], [-0.8897, 2.2334, 1.1783], [0.0389, 1.3120, 0.7161], [-3.0582, -1.4197, 0.6411], [-2.7310, -0.5566, 2.1464], [-1.4325, -0.8435, 0.9846], [-3.9251, 0.8204, 0.4669], [-1.4381, 0.6188, -1.2785], [-2.8744, 1.5880, -1.6024], [-2.9947, -0.1754, -1.5764], [-4.2309, 2.6645, 1.4776], [-3.4710, 4.7605, 2.5203], [-1.0670, 5.2605, 2.6748], [0.9811, 4.8525, 2.3442], [1.7815, 3.0773, -0.0009], [2.7852, 4.3036, 0.7560], [1.2759, 4.7618, -0.0353], [1.8374, 1.9479, 2.6095], [1.2334, 3.0041, 3.8971], [2.7631, 3.3596, 3.0898]], "atomic_forces_ev_per_a": [[-0.11, 0.28, 0.30], [-0.01, -0.03, -0.11], [0.13, -0.14, -0.04], [-0.02, -0.06, 0.08], [0.13, 0.04, -0.02], [-0.06, 0.04, -0.04], [0.02, -0.01, -0.01], [0.01, 0.01, 0.02], [0.00, 0.01, -0.01], [-0.01, 0.01, -0.01], [0.00, 0.00, -0.01], [0.00, 0.00, 0.01], [0.01, 0.03, -0.01], [0.00, -0.03, -0.04], [0.01, 0.00, 0.03], [-0.07, 0.02, 0.03], [0.01, 0.01, 0.00], [0.00, 0.00, 0.00], [-0.01, 0.00, 0.01], [0.01, 0.00, 0.00], [0.00, 0.00, 0.00], [0.00, 0.00, 0.00], [0.00, -0.01, -0.01], [0.00, -0.01, 0.01], [-0.01, -0.01, 0.00], [0.00, 0.00, 0.01], [0.01, -0.01, 0.00], [0.01, 0.00, 0.00], [0.01, 0.00, -0.01], [0.00, 0.00, -0.01], [-0.01, 0.00, 0.00], [0.02, -0.02, -0.03], [-0.01, -0.02, -0.01], [0.06, 0.13, 0.11], [-0.10, -0.15, -0.21], [0.01, -0.01, 0.00], [0.03, 0.01, -0.02], [0.00, 0.02, 0.03], [-0.05, -0.03, 0.02], [-0.01, 0.00, 0.00], [0.01, 0.00, 0.00], [-0.02, -0.01, -0.01], [0.03, 0.00, 0.00], [0.00, -0.02, -0.01], [-0.02, 0.00, 0.02], [0.00, -0.02, -0.02], [-0.01, 0.03, 0.03], [0.13, -0.07, -0.10], [-0.01, 0.00, 0.00], [0.00, 0.00, 0.01], [-0.06, 0.02, 0.00], [0.01, 0.01, 0.00], [-0.05, 0.01, 0.01], [0.00, 0.00, 0.00], [-0.01, 0.00, 0.01], [-0.01, 0.00, -0.01], [-0.01, 0.01, 0.01], [0.00, 0.00, 0.01], [0.00, 0.00, 0.00], [0.01, -0.04, 0.00], [0.00, 0.01, 0.01], [0.00, 0.00, -0.01], [0.00, 0.01, 0.00], [0.00, 0.00, 0.01], [0.01, 0.00, 0.00]], "relative_energy_kcal_mol": 0.0, "total_charge": 1, "lumo_ev": [-4.56, -4.56], "total_energy_ev": -141410.2436, "homo_lumo_gap_ev": [6.88, 6.88]}

---

[3]
{"formula": "C28H28N5O4S", "method": "ωB97M-V/def2-TZVPD", "species": ["C", "N", "C", "S", "N", "C", "C", "O", "C", "C", "C", "C", "C", "C", "N", "C", "C", "C", "C", "C", "C", "C", "C", "C", "O", "H", "H", "H", "H", "H", "H", "H", "H", "H", "H", "H", "H", "H", "H", "H", "H", "H", "H", "H", "H", "H", "C", "C", "C", "N", "C", "C", "C", "C", "N", "O", "O", "C", "C", "H", "H", "H", "H", "H", "H", "H"], "coordinates": [[3.4999, 4.2889, 0.8210], [3.5826, 2.9143, 0.3222], [4.8728, 2.4483, 0.1253], [6.2512, 3.3476, 0.4548], [4.9371, 1.1626, -0.3780], [6.2783, 0.6828, -0.7573], [3.8237, 0.3306, -0.5987], [3.9621, -0.7135, -1.2549], [2.5472, 0.7353, -0.0215], [1.4477, -0.0706, -0.1871], [0.1051, 0.4939, -0.1895], [-0.1571, 1.7303, -0.8310], [-1.4003, 2.3393, -0.8076], [-2.4858, 1.6798, -0.1590], [-3.7129, 2.2697, -0.0991], [-4.0296, 3.4665, -0.8561], [-2.8454, 4.4040, -0.9589], [-1.6150, 3.6619, -1.4784], [-4.8870, 1.5498, 0.3469], [-4.5525, 0.5609, 1.4441], [-3.4105, -0.3572, 1.0222], [-2.2680, 0.3905, 0.4109], [-0.9987, -0.1701, 0.3792], [2.5195, 2.0338, 0.6769], [1.6708, 2.3960, 1.4890], [2.4632, 4.6239, 0.8009], [3.9085, 4.3444, 1.8397], [4.1325, 4.8975, 0.1662], [6.1912, -0.2727, -1.2758], [6.7486, 1.4444, -1.3925], [6.8877, 0.5943, 0.1521], [1.6013, -1.0394, -0.6536], [0.6516, 2.2124, -1.3841], [-4.3834, 3.1833, -1.8646], [-4.8678, 3.9470, -0.3385], [-3.1074, 5.2218, -1.6330], [-2.6363, 4.8332, 0.0265], [-0.7219, 4.2842, -1.3507], [-1.7301, 3.5004, -2.5625], [-5.5977, 2.3052, 0.7017], [-5.3547, 1.0365, -0.5129], [-4.2632, 1.1121, 2.3450], [-5.4468, -0.0183, 1.6776], [-3.0497, -0.9236, 1.8876], [-3.7873, -1.0985, 0.2989], [-0.8219, -1.1457, 0.8357], [2.7453, -3.0477, 0.2070], [1.3743, -2.6853, 0.6652], [1.2860, -2.0873, 1.9368], [1.2320, -1.5400, 2.9757], [0.3085, -3.6069, 0.2835], [0.2747, -4.2391, -1.0015], [-0.7320, -5.1286, -1.3313], [-1.6924, -5.4780, -0.3586], [-2.7253, -6.3855, -0.7130], [-3.5727, -6.7186, 0.1453], [-2.7591, -6.8200, -1.8877], [-1.6379, -4.9403, 0.9427], [-0.6609, -4.0056, 1.2480], [2.7252, -3.4993, -0.7873], [3.3664, -2.1574, 0.1581], [3.2072, -3.7478, 0.9162], [1.0485, -4.0281, -1.7377], [-0.7974, -5.5909, -2.3090], [-2.3487, -5.2789, 1.6957], [-0.5934, -3.6321, 2.2725]], "atomic_forces_ev_per_a": [[0.08, 0.04, 0.05], [0.65, 0.43, 0.64], [-0.44, -0.56, -0.24], [-0.63, -0.30, -0.21], [0.70, 0.32, 0.04], [-0.04, 0.08, 0.08], [0.25, -1.81, -1.08], [0.12, 1.80, 0.75], [0.03, 0.20, 0.38], [0.49, 1.24, -1.57], [-1.21, 0.15, 0.19], [0.25, -0.41, 0.47], [-0.29, -0.81, 0.47], [1.33, -0.74, -0.14], [-0.87, 0.73, 0.30], [0.05, -0.36, -0.06], [0.14, -0.03, 0.09], [0.01, 0.29, -0.50], [0.12, -0.06, -0.22], [0.08, 0.04, 0.10], [-0.32, -0.46, 0.08], [0.34, 0.77, -0.48], [0.45, 0.11, -0.10], [-1.32, 0.12, 0.91], [1.28, -0.27, -1.31], [0.12, -0.18, 0.03], [-0.24, 0.11, -0.24], [-0.29, -0.04, 0.24], [-0.15, 0.22, 0.17], [-0.11, -0.35, 0.11], [-0.14, -0.08, -0.31], [-0.03, 0.34, 0.18], [-0.12, 0.00, 0.23], [0.03, 0.12, 0.06], [0.11, 0.07, -0.17], [0.06, 0.06, 0.06], [-0.02, -0.07, -0.06], [-0.12, -0.06, -0.05], [0.02, 0.07, 0.17], [-0.03, -0.21, 0.01], [-0.02, -0.03, 0.15], [-0.03, -0.01, -0.07], [0.02, -0.03, 0.08], [-0.06, 0.01, -0.14], [0.07, 0.12, 0.16], [-0.18, 0.31, -0.05], [0.63, 0.41, -0.06], [-1.63, -1.82, 0.10], [0.01, 0.67, 1.49], [0.02, -0.76, -1.37], [1.04, 0.62, 0.68], [-0.45, -0.27, 0.07], [0.18, 0.26, 0.64], [0.21, 0.29, 0.02], [-1.03, -0.92, -0.44], [1.03, 0.40, -1.01], [-0.06, 0.42, 1.43], [0.31, 0.35, -0.17], [-0.81, -0.49, -0.19], [0.18, 0.10, 0.17], [0.21, -0.30, -0.02], [0.04, -0.11, -0.17], [-0.27, 0.07, 0.16], [0.06, 0.10, 0.11], [0.18, 0.09, -0.26], [0.01, 0.00, -0.38]], "total_charge": -1, "lumo_ev": 1.54, "total_energy_ev": -55965.4333, "homo_lumo_gap_ev": 5.15}